Entry 1:
{"formula": "C5H9NO", "method": "wB97M-V/def2-TZVPD", "e_above_lowest_kcal_mol": 63.24, "lumo_ha": 0.0359, "orbital_gap_ha": 0.3899, "molar_mass_g_mol": 99.1, "homo_energy_ev": -9.63, "largest_force_ha_per_bohr": 0.0071, "smiles": "O[C@H]1C[C@]2(CN2)C1", "species": ["H", "H", "H", "N", "C", "H", "H", "H", "C", "H", "H", "C", "C", "C", "O", "H"], "xyz": [[2.3852, -0.0559, 0.6001], [0.7216, 1.7428, 0.6359], [0.2806, -1.9087, -0.5275], [-1.7704, -0.2396, -0.5659], [1.3524, -0.3990, 0.7067], [-1.3106, 0.7746, -2.4347], [0.4363, -1.4576, 2.0400], [-0.3065, 0.7444, 1.6938], [-0.3773, 0.1573, -0.4639], [1.3565, -0.8753, -1.5038], [-2.3096, 0.0591, 0.2417], [0.7123, -0.9066, -0.6193], [0.3005, 0.7401, 0.7785], [-1.2967, 0.8984, -1.3539], [1.3565, -1.2908, 1.7957], [-1.5836, 1.8946, -1.0082]], "atomic_forces_ev_per_a": [[-0.2, 0.0, 0.0], [-0.1, -0.2, 0.0], [0.2, 0.1, 0.0], [-0.2, 0.0, 0.3], [0.2, 0.2, -0.2], [0.1, -0.1, 0.2], [0.2, -0.1, 0.0], [0.1, 0.0, -0.1], [0.0, 0.1, 0.1], [-0.1, 0.1, 0.1], [0.0, 0.1, -0.1], [0.0, -0.1, -0.1], [0.0, 0.0, 0.1], [0.1, 0.2, -0.2], [-0.2, -0.1, 0.1], [0.1, -0.2, -0.2]]}



Entry 2:
{"formula": "C5H9NO", "method": "wB97M-V/def2-TZVPD", "e_above_lowest_kcal_mol": 84.80, "lumo_ha": 0.0226, "orbital_gap_ha": 0.4120, "molar_mass_g_mol": 99.1, "homo_energy_ev": -10.60, "largest_force_ha_per_bohr": 0.0293, "smiles": "N#CC1CCC1.O", "species": ["N", "H", "C", "C", "H", "H", "O", "C", "C", "H", "H", "C", "H", "H", "H", "H"], "xyz": [[-3.0330, 1.9669, -0.1956], [0.2968, 0.6654, -1.8390], [0.3578, 0.6414, -0.7184], [-0.9787, 0.3588, -0.0630], [0.6656, -2.2690, -1.2111], [-1.3100, -0.6166, -0.4459], [1.5175, -1.8218, -1.2606], [0.9421, -0.3675, 0.6911], [-2.1046, 1.2785, -0.1643], [-0.8741, -0.4455, 1.9997], [1.2574, -0.8868, -1.2283], [-0.3250, 0.1899, 1.3075], [1.9244, -0.0065, 0.9929], [0.9917, -1.4658, 0.8550], [0.7787, 1.6171, -0.4614], [-0.1068, 1.1616, 1.7415]], "atomic_forces_ev_per_a": [[0.8, -0.5, 0.0], [0.7, -0.9, 0.8], [0.1, -0.1, 0.7], [-0.3, 0.0, 0.3], [0.2, -0.2, -0.1], [-0.1, 0.1, 0.2], [0.2, -0.7, -1.2], [-0.1, 0.8, -0.4], [-0.9, 0.7, -0.1], [0.2, 0.1, 0.2], [0.4, -0.7, -0.2], [-0.3, 0.3, 0.4], [-0.3, 0.3, 0.2], [-0.3, 0.8, -1.2], [-0.2, -0.2, 0.3], [-0.4, 0.1, 0.2]]}



Entry 3:
{"formula": "C5H9NO", "method": "wB97M-V/def2-TZVPD", "e_above_lowest_kcal_mol": 98.78, "lumo_ha": [0.0185, 0.0185], "orbital_gap_ha": [0.2730, 0.2729], "molar_mass_g_mol": 99.1, "homo_energy_ev": [-6.92, -6.92], "largest_force_ha_per_bohr": 0.0089, "species": ["C", "C", "H", "H", "N", "H", "H", "C", "H", "O", "H", "H", "C", "C", "H", "H"], "xyz": [[0.3266, -0.0896, 0.1639], [-0.4960, -0.5811, 1.3528], [0.1961, -0.8209, 2.1672], [-2.3215, 0.6887, -0.9173], [-1.7140, 0.1310, -1.4948], [-1.0333, -1.5027, 1.1091], [0.5016, 1.9529, 0.9069], [1.1259, -1.1965, -0.5999], [1.6227, 1.5486, -0.4138], [0.3424, -0.7584, -1.8475], [2.1587, -0.8985, -0.8290], [1.9078, 0.9195, 1.2242], [-0.4225, -0.0317, -1.1287], [1.1356, 1.1621, 0.4867], [-2.1264, -0.6952, -1.9047], [-1.2036, 0.1718, 1.7248]], "atomic_forces_ev_per_a": [[0.0, 0.0, 0.1], [0.0, 0.0, 0.0], [-0.1, 0.0, -0.1], [0.1, -0.1, 0.1], [0.1, 0.0, 0.2], [0.1, 0.2, 0.0], [0.1, -0.1, 0.0], [0.4, 0.1, 0.2], [0.0, 0.0, 0.1], [-0.3, 0.0, 0.0], [-0.1, 0.1, 0.1], [-0.1, 0.0, -0.1], [-0.2, -0.4, -0.1], [0.1, 0.1, 0.0], [-0.1, 0.2, -0.3], [0.1, -0.1, -0.1]]}



Entry 4:
{"formula": "C5H9NO", "method": "wB97M-V/def2-TZVPD", "e_above_lowest_kcal_mol": 65.76, "lumo_ha": 0.0292, "orbital_gap_ha": 0.3561, "molar_mass_g_mol": 99.1, "homo_energy_ev": -8.89, "largest_force_ha_per_bohr": 0.0281, "species": ["H", "C", "H", "C", "H", "N", "C", "H", "C", "H", "H", "H", "O", "H", "H", "C"], "xyz": [[2.8786, 1.0061, 0.7709], [-0.0047, 0.1379, 0.7891], [2.5855, -0.6867, 1.1346], [-0.3977, -0.6632, -1.1658], [-2.4237, 0.8828, 1.0808], [-1.0594, -0.1489, -0.0298], [-2.4281, 0.2180, 0.2085], [-3.0591, -0.6505, 0.4181], [1.0701, 0.2114, -0.2439], [-2.8299, 0.7637, -0.6572], [-0.1073, -1.7158, -1.1597], [3.2376, -0.1979, -0.4589], [0.0184, 0.1745, 2.0045], [0.9998, 1.0632, -0.9174], [-0.9969, -0.4456, -2.0948], [2.5167, 0.0511, 0.3212]], "atomic_forces_ev_per_a": [[-0.7, -0.4, -0.4], [0.0, 0.1, 0.3], [-0.2, 0.1, -0.4], [0.4, -0.1, 0.2], [-0.1, -0.2, -0.2], [0.1, -0.1, 0.2], [-0.1, -0.1, 0.0], [0.0, 0.1, 0.0], [-0.1, 0.0, -0.1], [0.1, -0.2, 0.1], [-0.3, 0.0, 0.2], [0.0, -0.1, 0.0], [0.1, 0.4, -0.4], [-0.1, 0.3, 0.5], [1.4, 0.3, 0.4], [-0.3, -0.3, -0.4]]}



Entry 5:
{"formula": "C5H9NO", "method": "wB97M-V/def2-TZVPD", "e_above_lowest_kcal_mol": 50.75, "lumo_ha": 0.0350, "orbital_gap_ha": 0.3949, "molar_mass_g_mol": 99.1, "homo_energy_ev": -9.79, "largest_force_ha_per_bohr": 0.0085, "smiles": "C[C@H]1N[C@H]1CC=O", "species": ["C", "C", "H", "H", "C", "C", "N", "H", "H", "H", "H", "C", "H", "H", "H", "O"], "xyz": [[1.7295, -0.7723, 0.5003], [1.4697, 0.2935, -0.5419], [2.1088, 0.0397, -1.3973], [-0.7608, 0.2166, 1.8326], [-1.2065, 0.0429, -0.2650], [0.0251, 0.3894, -1.0292], [-0.8152, 1.4367, -0.4568], [1.7944, 1.2640, -0.1577], [-2.3365, -0.4918, 1.4654], [-0.0717, 0.2344, -2.1037], [-0.8691, -1.4689, 1.2733], [-1.2859, -0.4648, 1.1573], [-1.3750, 1.8937, -1.1696], [2.1071, -0.4122, 1.4797], [-2.0168, -0.3242, -0.8972], [1.5617, -1.9518, 0.3057]], "atomic_forces_ev_per_a": [[-0.1, -0.3, -0.1], [0.0, 0.0, 0.0], [-0.1, 0.0, 0.1], [0.0, -0.1, -0.1], [-0.1, -0.2, 0.0], [0.1, -0.2, -0.2], [-0.2, 0.2, -0.1], [-0.1, -0.1, 0.0], [0.2, 0.0, 0.0], [0.0, 0.0, 0.2], [-0.1, 0.1, -0.1], [0.1, 0.0, 0.0], [0.1, 0.0, 0.1], [0.0, -0.1, 0.0], [0.1, 0.1, 0.1], [0.1, 0.4, 0.1]]}



Entry 6:
{"formula": "C5H9NO", "method": "wB97M-V/def2-TZVPD", "e_above_lowest_kcal_mol": 35.43, "lumo_ha": 0.0316, "orbital_gap_ha": 0.4182, "molar_mass_g_mol": 99.1, "homo_energy_ev": -10.52, "largest_force_ha_per_bohr": 0.0211, "smiles": "COC(C)(C)C#N", "species": ["H", "H", "C", "H", "C", "N", "C", "C", "H", "H", "O", "H", "H", "H", "C", "H"], "xyz": [[2.5231, 0.9195, -1.1617], [2.6803, -0.4454, -0.0305], [-0.3474, -0.7661, 1.2314], [-0.2100, -1.8289, 1.0041], [2.0256, 0.3715, -0.3537], [-0.5487, 2.6119, 0.4000], [-0.3733, 0.0173, -0.0887], [-0.5193, 1.4736, 0.1967], [-2.4681, 0.0872, -0.7102], [-1.7385, -1.5245, -0.7986], [0.8021, -0.1505, -0.8619], [-1.3172, -0.2936, -2.0087], [0.4572, -0.4362, 1.8952], [1.8853, 1.0704, 0.4800], [-1.5523, -0.4578, -0.9562], [-1.2989, -0.6483, 1.7628]], "atomic_forces_ev_per_a": [[-0.1, -0.1, 0.1], [-0.1, 0.1, 0.0], [0.1, 0.0, 0.1], [0.0, 0.2, 0.0], [0.2, 0.0, 0.1], [-0.1, -1.1, -0.2], [-0.2, 0.0, 0.1], [0.0, 1.0, 0.2], [0.2, -0.1, 0.0], [0.1, 0.2, 0.0], [-0.1, -0.1, -0.1], [0.0, 0.1, 0.1], [-0.1, 0.0, -0.1], [-0.1, -0.1, -0.1], [0.0, 0.0, 0.0], [0.2, 0.0, -0.1]]}



Entry 7:
{"formula": "C5H9NO", "method": "wB97M-V/def2-TZVPD", "e_above_lowest_kcal_mol": 80.58, "lumo_ha": 0.0398, "orbital_gap_ha": 0.3990, "molar_mass_g_mol": 99.1, "homo_energy_ev": -9.77, "largest_force_ha_per_bohr": 0.0421, "smiles": "C[C@H]1N[C@H]1[C@H]1CO1", "species": ["H", "C", "H", "N", "H", "H", "C", "H", "O", "C", "C", "C", "H", "H", "H", "H"], "xyz": [[-1.6011, -1.7168, -0.3457], [0.2998, -1.2973, -1.3594], [-0.4403, 2.5270, -0.4520], [-0.1274, -1.3380, 1.1693], [1.1755, -0.6529, -1.2358], [1.3743, 2.6734, -0.3055], [-0.6515, -1.2131, -0.1826], [0.6485, -2.3258, -1.4948], [0.3529, 2.0829, 1.4722], [0.4687, 2.1896, 0.0610], [-0.6969, -0.0541, 0.7430], [0.4730, 0.8770, 0.7328], [1.2426, 0.0980, 0.9812], [-1.6507, 0.3012, 1.1315], [-0.2160, -0.9891, -2.2768], [-0.6772, -1.8801, 1.8188]], "atomic_forces_ev_per_a": [[0.0, 0.1, -0.1], [0.0, 0.0, 0.0], [0.2, -0.2, 0.2], [-0.2, -0.5, 0.2], [-0.2, -0.1, 0.0], [0.0, -0.3, 0.1], [-0.2, -0.2, -0.2], [0.0, 0.1, 0.0], [0.1, -0.1, 0.3], [0.1, -0.1, -0.2], [-0.1, -0.1, 0.2], [-0.2, -0.4, 0.0], [0.7, 2.0, -0.5], [0.2, -0.1, 0.0], [0.1, 0.0, 0.2], [-0.4, -0.1, -0.2]]}



Entry 8:
{"formula": "C5H9NO", "method": "wB97M-V/def2-TZVPD", "e_above_lowest_kcal_mol": 52.46, "lumo_ha": 0.0396, "orbital_gap_ha": 0.3911, "molar_mass_g_mol": 99.1, "homo_energy_ev": -9.57, "largest_force_ha_per_bohr": 0.0234, "smiles": "C[C@H]1N[C@H]1CC=O", "species": ["H", "C", "C", "C", "H", "H", "H", "H", "O", "C", "C", "H", "H", "H", "N", "H"], "xyz": [[-2.2897, 1.9101, 1.1037], [-0.2902, -0.8458, 0.3582], [-1.7900, 1.1137, 0.5139], [-0.7167, 0.3252, 1.2080], [-1.0856, -1.4260, -0.0927], [0.7730, 0.7266, -2.1289], [1.1130, 1.3274, -0.5029], [2.3762, 0.4509, -1.4035], [-2.1082, 0.9100, -0.6351], [0.7705, -0.7868, -0.6720], [1.3079, 0.5062, -1.1967], [0.6406, -1.5531, -1.4406], [-1.0567, 0.0420, 2.2188], [0.1451, 0.9808, 1.3946], [1.0518, -1.3362, 0.6459], [1.1591, -2.3449, 0.6294]], "atomic_forces_ev_per_a": [[0.0, 0.0, -0.1], [-0.2, 0.1, -0.3], [-0.1, 0.0, -0.3], [0.1, 0.0, -0.2], [-0.2, -0.7, 1.0], [0.2, 0.0, 0.2], [0.2, 0.0, -0.1], [0.0, 0.1, 0.0], [0.0, 0.2, 0.4], [0.0, 0.1, -0.3], [0.2, 0.1, 0.0], [0.0, 0.2, 0.0], [0.0, -0.1, -0.4], [-0.2, 0.0, 0.0], [0.2, -0.2, 0.1], [-0.1, 0.1, -0.1]]}